This record from the Open Molecules 2025 dataset describes C17H25F3N2O3 in the gas phase. The level of theory is wB97M-V/def2-TZVPD.

CARTESIAN COORDINATES (ANGSTROEM)
1 C -4.38033 -0.93129 -0.25265
2 C -3.39189 0.22365 -0.35402
3 C -2.86006 0.63078 1.01944
4 C -1.67592 1.59426 0.94249
5 C -2.05034 2.94430 0.31599
6 N -0.98897 3.92164 0.18583
7 H -0.53579 4.09654 1.07754
8 C 0.01729 3.65193 -0.82463
9 C 1.15711 2.75693 -0.33740
10 O 1.92865 3.11339 0.52288
11 N 1.21201 1.52993 -0.94337
12 C 2.14396 0.52044 -0.70226
13 C 3.43258 0.78660 -0.27232
14 C 4.33442 -0.25866 -0.10729
15 C 3.96247 -1.56285 -0.38215
16 C 2.66925 -1.83577 -0.79872
17 C 1.74437 -0.81259 -0.94401
18 O 0.44095 -0.96917 -1.31835
19 C -0.09851 -2.26974 -1.41982
20 C -0.23575 -2.98906 -0.07429
21 O -1.44551 -2.60682 0.53080
22 C -1.63049 -3.19293 1.79457
23 H -2.59286 -2.84543 2.16429
24 H -1.64044 -4.28778 1.72518
25 H -0.84008 -2.89160 2.49286
26 H -0.22689 -4.07838 -0.24138
27 H 0.60931 -2.73433 0.58318
28 H 0.49053 -2.87527 -2.11797
29 H -1.10008 -2.12236 -1.83020
30 H 2.39682 -2.85861 -1.00172
31 H 4.67058 -2.36809 -0.26882
32 C 5.71797 0.06277 0.37593
33 F 6.55888 -0.98122 0.29714
34 F 5.73382 0.45649 1.66279
35 F 6.28829 1.05809 -0.32502
36 H 3.72607 1.80153 -0.06128
37 H 0.42883 1.23844 -1.51273
38 H 0.47122 4.61383 -1.09203
39 H -0.47183 3.23736 -1.70855
40 H -2.83038 3.40992 0.92674
41 H -2.45994 2.79000 -0.68551
42 H -0.88360 1.11709 0.36483
43 H -1.28780 1.77208 1.94938
44 H -3.66504 1.08262 1.60387
45 H -2.53227 -0.27173 1.53822
46 H -3.88309 1.07358 -0.83156
47 H -2.55222 -0.08218 -0.98174
48 H -4.79873 -1.16456 -1.22943
49 H -5.19839 -0.67680 0.41802
50 H -3.87821 -1.81702 0.12721

The net charge is 0. As for the spin multiplicity: 1. The structure (SMILES) is CCCCCNCC(=O)Nc1cc(C(F)(F)F)ccc1OCCOC. Its HOMO energy is -8.70 eV. For the calculated total energy, the calculation gives -35310.27318 eV.